Entry 1:
A 40-piece molecular cluster, H80O40 overall in a non-equilibrium geometry. Source: the OMol25 dataset; level of theory: the ωB97M-V functional and the def2-TZVPD basis.

Structure (ORCA input):
```
! wB97M-V def2-TZVPD RIJCOSX def2/J DEFGRID3
* xyz 0 1
H 2.031 0.966 -1.841
H 2.115 1.269 -0.348
O 1.943 1.689 -1.207
H -1.225 1.051 -4.257
H -1.897 -0.041 -5.240
O -1.936 0.845 -4.885
H -0.909 -1.676 2.169
H -0.175 -1.416 3.558
O -0.935 -1.265 3.027
H 4.406 1.377 -2.189
H 3.149 1.883 -2.683
O 4.023 1.670 -3.036
H 0.150 -4.728 -3.452
H -0.837 -4.333 -4.528
O -0.145 -3.980 -3.963
H -2.219 -3.012 1.748
O -3.067 -3.293 2.105
H 5.214 1.314 0.101
O 4.964 0.597 -0.488
H 1.153 -1.941 6.692
H 0.004 -1.716 5.831
O 0.824 -1.269 6.078
H -1.254 4.116 -1.348
H -2.457 3.672 -2.224
O -1.816 3.391 -1.567
H -1.989 -5.778 -1.422
H -0.732 -6.012 -2.050
O -1.585 -5.649 -2.318
H 3.493 -0.832 0.685
H 3.455 -2.344 0.099
O 3.133 -1.451 0.050
H -0.838 -1.017 -3.009
O -1.418 -1.399 -3.673
H 2.949 0.406 3.740
H 2.464 1.052 2.525
O 3.303 0.974 3.053
H 2.626 4.693 -2.636
H 1.893 3.756 -1.472
O 2.119 3.923 -2.377
H 2.957 0.839 5.944
H 1.698 1.476 5.939
O 2.609 1.719 5.730
H 0.383 0.198 3.429
H -0.387 0.483 4.760
O 0.482 0.458 4.353
H 0.500 0.427 1.357
H 1.701 -0.674 1.100
O 1.417 0.166 1.490
H 4.227 -2.432 4.964
H 3.919 -2.228 3.462
O 4.561 -2.095 4.161
H 2.295 2.753 3.817
O 1.945 3.468 3.254
H -6.268 0.437 -0.345
H -5.053 0.964 -1.124
O -5.613 1.102 -0.349
H -0.889 -1.640 0.515
O -0.350 -2.428 0.487
H -1.565 5.935 0.534
H -2.308 4.811 1.305
O -1.463 5.234 1.194
H 0.007 4.534 -4.581
H 0.602 4.617 -3.095
O 0.379 5.114 -3.914
H -0.506 2.549 -3.069
H 0.893 2.078 -3.110
O 0.117 2.099 -3.670
H -1.438 -3.298 3.509
H -0.133 -4.003 2.901
O -0.546 -3.631 3.676
H -5.456 -1.407 0.814
H -5.339 -2.727 -0.102
O -5.256 -2.322 0.757
H -4.531 4.684 0.712
H -5.153 3.451 1.355
O -4.654 4.249 1.562
H -2.065 2.068 2.430
H -1.133 1.585 1.311
O -1.601 1.288 2.096
H -3.923 2.358 -4.034
H -4.469 3.030 -2.854
O -4.046 2.197 -3.105
H 3.492 -4.191 -2.680
H 3.329 -2.793 -2.563
O 3.038 -3.579 -2.079
H 5.577 -1.507 -2.577
H 5.874 -2.260 -1.293
O 5.355 -2.320 -2.101
H 3.160 1.767 -5.681
O 2.274 1.564 -5.669
H -1.268 -0.095 -0.858
H 0.059 0.713 -1.286
O -0.303 -0.015 -0.783
H 2.594 3.724 2.598
H -3.739 -2.809 1.635
H 0.219 -2.286 -0.275
H 4.276 0.005 -0.154
H -1.206 -2.338 -3.694
H 1.559 2.104 -5.995
O 0.469 5.101 -0.437
H 1.261 4.759 -0.026
H -0.228 4.930 0.257
O 2.120 -3.857 1.839
H 2.062 -3.043 2.337
H 1.347 -4.414 1.902
O -2.208 3.262 3.018
H -3.042 3.472 3.454
H -1.546 3.327 3.720
O 1.499 -5.408 -0.877
H 1.685 -4.527 -1.230
H 2.096 -5.873 -0.309
O -3.937 -0.162 -2.124
H -3.611 0.712 -2.433
H -3.349 -0.680 -2.705
O -2.582 -0.576 0.039
H -2.984 -0.513 0.906
H -3.337 -0.200 -0.456
O -1.978 -5.316 0.290
H -1.959 -4.342 0.420
H -2.596 -5.311 1.055
*
```

Summary:
Total energy, Ha: -3057.4336
Energy above the lowest of the compared OMol25 structures with the same formula, charge and spin, kJ/mol: 850.0
Kohn-Sham gap, Eh: 0.36287
HOMO level, Ha: -0.380

Results of the Mulliken charge analysis, in e, for atoms 1 through 99: H 0.296; H -0.217; O -0.017; H 0.459; H 0.277; O -0.594; H -0.154; H 0.432; O -0.645; H 0.288; H 0.447; O -0.732; H 0.277; H 0.275; O -0.617; H 0.310; O -0.736; H 0.309; O -0.621; H 0.269; H 0.271; O -0.493; H 0.207; H 0.224; O -0.404; H 0.295; H 0.309; O -0.625; H 0.345; H 0.130; O -0.618; H 0.121; O -0.563; H 0.275; H 0.373; O -0.710; H 0.225; H 0.172; O -0.514; H 0.334; H 0.264; O -0.616; H -0.008; H 0.292; O -0.215; H -0.298; H -0.197; O 0.936; H 0.293; H 0.293; O -0.609; H 0.378; O -0.591; H 0.246; H 0.344; O -0.597; H 0.293; O 0.013; H 0.347; H 0.286; O -0.644; H 0.305; H 0.382; O -0.668; H 0.168; H 0.372; O -0.564; H 0.285; H 0.245; O -0.660; H 0.236; H 0.304; O -0.629; H 0.292; H 0.317; O -0.618; H 0.497; H 0.020; O -0.767; H 0.227; H 0.265; O -0.602; H 0.230; H 0.269; O -0.534; H 0.303; H 0.265; O -0.542; H 0.278; O -0.588; H 0.017; H -0.123; O 0.451; H 0.262; H 0.413; H 0.059; H 0.207; H 0.367; H 0.289

---

Entry 2:
A 2-piece molecular cluster, C6H6O2S overall in a non-equilibrium geometry. Source: the OMol25 dataset; level of theory: the ωB97M-V functional and the def2-TZVPD basis.

Structure (ORCA input):
```
! wB97M-V def2-TZVPD RIJCOSX def2/J DEFGRID3
* xyz 0 1
C -0.077 -0.442 -1.314
C 0.269 -1.297 -2.306
C 2.084 -0.978 -0.680
C 0.891 -0.345 -0.294
C 0.584 0.435 0.877
C -1.836 1.102 1.212
O 1.222 0.622 1.844
O -1.466 1.882 2.317
S 1.953 -1.765 -2.213
H -1.084 0.070 -1.196
H -0.199 -1.684 -3.152
H 3.006 -0.887 -0.080
H -2.061 0.176 1.501
H -2.305 1.570 0.447
H -0.982 1.540 3.038
*
```

Summary:
Total energy, Ha: -780.7413
Energy above the lowest of the compared OMol25 structures with the same formula, charge and spin, kJ/mol: 357.6
Kohn-Sham gap (alpha / beta), Eh: 0.27907 / 0.28134
HOMO level (alpha / beta), Ha: -0.278 / -0.277

Calculated atomic charges, method Mulliken, unit e: C -0.411; C -0.318; C -0.380; C 0.430; C 0.185; C -0.721; O -0.414; O -0.523; S -0.085; H 0.180; H 0.465; H 0.387; H 0.485; H 0.384; H 0.335

---

Entry 3:
One molecule with the formula C6H5FO2 in a non-equilibrium geometry. Source: the OMol25 dataset; level of theory: the ωB97M-V functional and the def2-TZVPD basis.

Structure (ORCA input):
```
! wB97M-V def2-TZVPD RIJCOSX def2/J DEFGRID3
* xyz 0 1
O 0.380 3.606 0.387
C 0.855 2.600 0.793
F 1.662 2.647 1.788
C 0.529 1.011 0.169
C 0.405 -0.075 1.136
C -0.395 -1.046 0.709
C -0.866 -0.827 -0.632
C -0.422 0.460 -0.966
O -0.536 0.960 -2.173
H 1.560 0.947 -0.405
H 1.038 -0.173 2.020
H -0.766 -1.831 1.325
H -1.595 -1.436 -0.976
H -0.481 1.872 -2.330
*
```

Summary:
Total energy, Ha: -481.8854
Energy above the lowest of the compared OMol25 structures with the same formula, charge and spin, kJ/mol: 228.0
Kohn-Sham gap, Eh: 0.31358
Structure (SMILES): O=C(F)[C@H]1C=CC=C1O
HOMO level, Ha: -0.297

Calculated atomic charges, method Mulliken, unit e: O -0.471; C 0.534; F -0.199; C 0.340; C -0.756; C -0.299; C -0.741; C 0.245; O -0.505; H 0.213; H 0.361; H 0.437; H 0.504; H 0.337

---

Entry 4:
One molecule with the formula C22H29N3O6S. Source: the OMol25 dataset; level of theory: the ωB97M-V functional and the def2-TZVPD basis.

Structure (ORCA input):
```
! wB97M-V def2-TZVPD RIJCOSX def2/J DEFGRID3
* xyz 0 1
C -7.164 -2.324 2.022
O -7.100 -1.844 0.703
C -6.209 -0.774 0.505
C -4.730 -1.173 0.560
C -3.832 -0.005 0.155
N -2.436 -0.367 0.183
C -1.660 -0.392 -0.928
O -2.087 -0.073 -2.027
C -0.247 -0.773 -0.712
C 0.479 -1.345 -1.755
C 1.815 -1.633 -1.611
C 2.529 -1.300 -0.444
N 3.848 -1.608 -0.315
C 4.480 -1.972 0.934
C 5.780 -1.185 1.129
O 6.642 -1.375 0.028
C 6.016 -0.941 -1.156
C 4.742 -1.750 -1.441
C 1.805 -0.627 0.567
N 2.509 0.008 1.623
S 3.079 1.543 1.156
O 3.505 2.171 2.371
O 4.030 1.364 0.102
C 1.608 2.313 0.507
C 1.313 2.153 -0.831
C 0.075 2.527 -1.318
C -0.880 3.054 -0.447
O -2.135 3.397 -0.797
C -2.568 3.144 -2.122
C -0.549 3.249 0.901
C 0.687 2.869 1.378
C 0.442 -0.425 0.446
H -6.246 -2.844 2.318
H -7.356 -1.509 2.731
H -7.994 -3.029 2.050
H -6.405 0.023 1.240
H -6.444 -0.394 -0.493
H -4.568 -2.012 -0.118
H -4.470 -1.495 1.572
H -4.050 0.301 -0.871
H -4.002 0.848 0.821
H -2.066 -0.727 1.048
H -0.037 -1.582 -2.672
H 2.328 -2.134 -2.416
H 4.724 -3.045 0.889
H 3.805 -1.790 1.766
H 5.542 -0.120 1.244
H 6.318 -1.544 2.007
H 5.742 0.119 -1.068
H 6.744 -1.077 -1.958
H 5.006 -2.808 -1.587
H 4.279 -1.361 -2.345
H 1.958 0.132 2.461
H 2.059 1.722 -1.480
H -0.152 2.373 -2.360
H -3.613 3.445 -2.146
H -2.003 3.741 -2.843
H -2.483 2.082 -2.369
H -1.291 3.683 1.552
H 0.955 2.993 2.416
H -0.065 0.103 1.244
*
```

Summary:
Total energy, Ha: -1869.5928
Energy above the lowest of the compared OMol25 structures with the same formula, charge and spin, kJ/mol: 311.5
Kohn-Sham gap, Eh: 0.29616
Structure (SMILES): COCCCNC(=O)c1ccc(N2CCOCC2)c(NS(=O)(=O)c2ccc(OC)cc2)c1
HOMO level, Ha: -0.285

Calculated atomic charges, method Mulliken, unit e: C -0.671; O -0.377; C -0.583; C -0.371; C -0.791; N 0.005; C 0.151; O -0.738; C 1.005; C -1.092; C -0.474; C 0.339; N 0.099; C -0.566; C -0.433; O -0.450; C -0.601; C -0.732; C -0.670; N -0.091; S 1.307; O -0.738; O -0.613; C -0.180; C -0.546; C -0.233; C 0.677; O -0.462; C -0.701; C -0.692; C -0.654; C -0.435; H 0.265; H 0.302; H 0.249; H 0.338; H 0.295; H 0.216; H 0.393; H 0.359; H 0.351; H 0.258; H 0.488; H 0.543; H 0.387; H 0.386; H 0.220; H 0.370; H 0.261; H 0.409; H 0.279; H 0.480; H 0.520; H 0.599; H 0.343; H 0.237; H 0.355; H 0.243; H 0.450; H 0.482; H 0.232